A structure of composition C33H37Cl3MgN4O6PSbSe4, computed with ωB97M-V with the def2-TZVPD basis set.

Energy above the lowest of the compared OMol25 structures with the same formula, charge and spin ... 163.28 kcal per mole
DFT total energy ... -13718.37851 hartree
Net charge ... -2
Strongest force on any atom ... 0.0217 Eh/bohr
E_LUMO ... 3.59 eV
E_HOMO ... -1.149 eV

```
90
Properties=species:S:1:pos:R:3:lowdin_charge:R:1
Mg -1.103 0.301 1.281 0.216
C -4.262 0.872 -3.453 -0.094
O -4.473 -0.185 -2.506 -0.028
C -3.654 0.102 -1.429 -0.271
N -2.998 1.169 -1.473 0.190
C -3.308 1.847 -2.726 -0.231
C -2.038 2.236 -3.461 -0.160
C -1.926 2.183 -4.846 -0.056
C -0.741 2.553 -5.475 -0.106
C 0.335 2.996 -4.722 -0.103
C 0.217 3.081 -3.340 -0.081
C -0.960 2.707 -2.713 -0.029
C -3.693 -0.931 -0.361 -0.148
C -4.769 -1.806 -0.383 -0.002
C -4.828 -2.838 0.542 -0.041
C -3.823 -2.954 1.466 -0.025
C -2.804 -2.004 1.452 -0.276
N -2.699 -1.026 0.542 0.144
C -1.697 -2.139 2.420 -0.480
N -0.662 -1.400 2.429 0.053
C 0.156 -1.795 3.575 -0.300
C -0.591 -3.023 4.136 -0.074
O -1.760 -3.151 3.290 -0.042
C 1.604 -2.068 3.270 -0.155
C 2.121 -2.019 1.987 -0.012
C 3.475 -2.252 1.766 -0.086
C 4.316 -2.553 2.826 -0.117
C 3.798 -2.613 4.118 -0.101
C 2.452 -2.366 4.338 -0.029
H -5.223 1.319 -3.703 0.121
H -3.822 0.433 -4.347 0.108
H -3.825 2.775 -2.468 0.135
H -2.762 1.864 -5.457 0.096
H -0.662 2.487 -6.554 0.091
H 1.264 3.270 -5.209 0.093
H 1.052 3.436 -2.748 0.090
H -1.046 2.736 -1.634 0.101
H -5.546 -1.666 -1.116 0.109
H -5.657 -3.535 0.533 0.107
H -3.815 -3.713 2.232 0.122
H 0.121 -0.982 4.308 -0.008
H -0.918 -2.864 5.161 0.076
H -0.009 -3.940 4.046 0.123
H 1.483 -1.782 1.150 0.086
H 3.857 -2.179 0.753 0.087
H 5.373 -2.731 2.656 0.085
H 4.450 -2.839 4.955 0.090
H 2.049 -2.375 5.347 0.114
Se -3.112 2.896 5.856 -0.350
Sb -1.946 0.931 4.991 -0.258
Se -0.274 1.723 3.219 0.061
Se -3.596 -0.651 3.949 0.047
Se -0.698 -0.323 6.700 -0.236
Cl -3.947 4.922 0.023 0.552
C -3.714 4.235 1.672 -1.582
Cl -5.254 4.247 2.521 0.609
Cl -2.501 5.181 2.526 0.612
C -3.232 2.869 1.506 -0.356
N -2.830 1.805 1.383 0.189
C 3.762 -2.503 -2.507 -0.044
C 2.321 -2.008 -2.429 -0.690
C 1.367 -3.191 -2.279 -0.034
C 1.984 -1.236 -3.713 -0.073
O 2.234 -1.212 -1.255 -0.283
P 1.362 0.241 -1.111 0.893
O 0.028 -0.411 -0.408 -0.359
O -0.360 1.044 -0.297 -0.412
O 2.172 0.665 0.241 -0.265
C 2.984 1.849 0.340 -0.649
C 3.739 1.687 1.650 -0.024
C 3.970 1.951 -0.831 -0.053
C 2.086 3.084 0.389 -0.033
H 3.902 -3.153 -3.375 0.078
H 4.014 -3.060 -1.601 0.076
H 4.439 -1.649 -2.586 0.081
H 1.448 -3.869 -3.136 0.078
H 0.338 -2.830 -2.206 0.084
H 1.601 -3.744 -1.366 0.086
H 2.123 -1.884 -4.583 0.079
H 2.635 -0.364 -3.810 0.076
H 0.952 -0.880 -3.694 0.070
H 4.358 0.787 1.621 0.081
H 3.021 1.586 2.468 0.079
H 4.372 2.559 1.833 0.084
H 4.554 1.029 -0.910 0.082
H 4.647 2.794 -0.672 0.078
H 3.434 2.102 -1.772 0.060
H 1.431 3.037 1.262 0.037
H 1.450 3.112 -0.501 0.057
H 2.689 3.995 0.441 0.086
```

=====

A structure of composition C33H37I3N4O4PPd, computed with ωB97M-V with the def2-TZVPD basis set.

⟨S²⟩ ... 6.08
DFT total energy ... -3161.73252 hartree
Net charge ... +1
Strongest force on any atom ... 0.0666 Eh/bohr
Spin multiplicity ... 5
E_LUMO (spin up / spin down) ... -3.38 / -5.26 eV
E_HOMO (spin up / spin down) ... -8.361 / -10.802 eV

```
83
Properties=species:S:1:pos:R:3:lowdin_charge:R:1
Pd -0.747 -0.540 0.487 0.835
I -1.859 0.339 2.932 1.225
C -3.681 -0.242 2.121 -0.592
C -4.700 -0.449 3.044 -0.166
C -5.855 -1.065 2.623 -0.080
C -5.927 -1.465 1.292 -0.001
C -4.901 -1.193 0.308 -0.193
C -4.942 -1.692 -0.976 -0.043
C -3.852 -1.570 -1.880 -0.071
C -2.817 -0.724 -1.525 -0.078
C -2.769 -0.040 -0.265 -0.306
C -3.746 -0.488 0.749 -0.222
H -4.544 -0.134 4.100 0.104
H -6.686 -1.328 3.322 0.128
H -6.722 -2.099 0.913 0.110
H -5.864 -2.186 -1.223 0.112
H -3.794 -2.263 -2.717 0.115
H -1.957 -0.675 -2.214 0.112
I 3.647 -2.457 3.359 0.938
C 1.621 -3.147 3.180 -0.525
C 1.157 -4.243 3.952 -0.194
C -0.091 -4.791 3.731 -0.643
I -0.922 -6.148 5.049 1.052
C -0.884 -4.314 2.591 -0.184
C -1.982 -5.048 2.101 -0.018
C -2.788 -4.523 1.088 0.010
C -2.442 -3.277 0.629 -0.081
N -1.369 -2.575 1.003 0.050
C -0.536 -3.138 1.902 -0.151
C 0.748 -2.501 2.226 -0.455
O 1.072 -1.551 1.564 -0.044
H 1.757 -4.655 4.747 0.089
H -2.227 -6.011 2.464 0.064
H -3.690 -5.049 0.703 0.141
H -3.031 -2.750 -0.165 0.099
C -2.691 3.443 0.853 0.010
O -3.205 2.117 0.505 -0.088
C -2.654 1.404 -0.497 -0.517
O -2.025 1.870 -1.423 0.073
H -3.498 4.120 0.892 0.084
H -1.982 3.665 0.083 0.070
H -2.156 3.324 1.780 0.060
O 0.446 1.257 0.209 -0.367
P 1.680 1.416 -0.652 0.511
N 2.925 2.015 0.185 -0.178
C 4.060 2.835 -0.301 -0.188
C 5.227 2.345 0.556 -0.155
C 4.514 2.213 1.922 -0.168
C 3.146 1.590 1.602 -0.168
N 1.635 2.505 -1.873 -0.192
C 1.461 3.941 -1.617 -0.202
C 0.228 4.271 -2.451 -0.159
C 0.585 3.514 -3.747 -0.180
C 1.125 2.201 -3.239 -0.177
N 2.186 -0.022 -1.195 -0.164
C 1.491 -1.226 -1.637 -0.203
C 2.120 -1.611 -2.994 -0.138
C 3.587 -1.222 -2.684 -0.178
C 3.485 0.032 -1.914 -0.194
H 3.910 3.888 -0.087 0.111
H 4.315 2.754 -1.341 0.107
H 6.047 3.019 0.568 0.102
H 5.584 1.364 0.281 0.099
H 4.405 3.240 2.388 0.133
H 5.009 1.535 2.604 0.098
H 2.353 1.912 2.280 0.112
H 3.259 0.482 1.724 0.084
H 2.332 4.492 -2.019 0.119
H 1.438 4.174 -0.526 0.130
H 0.176 5.363 -2.599 0.121
H -0.677 3.806 -2.015 0.096
H 1.373 4.095 -4.187 0.100
H -0.218 3.489 -4.494 0.124
H 2.008 2.028 -3.956 0.134
H 0.373 1.388 -3.231 0.120
H 0.348 -1.027 -1.602 0.107
H 1.725 -2.056 -0.967 0.103
H 1.775 -0.900 -3.777 0.112
H 1.987 -2.645 -3.361 0.121
H 4.281 -1.261 -3.523 0.122
H 4.011 -2.030 -2.067 0.118
H 3.545 0.850 -2.536 0.076
H 4.275 0.034 -1.130 0.127
```

=====

A structure of composition C33H37MoN2O6STe, computed with ωB97M-V with the def2-TZVPD basis set.

Energy above the lowest of the compared OMol25 structures with the same formula, charge and spin ... 0.00 kcal per mole
⟨S²⟩ ... 0.76
DFT total energy ... -2574.59287 hartree
Net charge ... +2
Strongest force on any atom ... 0.0084 Eh/bohr
Spin multiplicity ... 2
E_LUMO (spin up / spin down) ... -7.67 / -7.31 eV
E_HOMO (spin up / spin down) ... -14.141 / -14.169 eV

```
81
Properties=species:S:1:pos:R:3:lowdin_charge:R:1
Mo -0.204 0.221 0.025 1.706
O 3.822 0.732 -0.107 0.199
C 2.781 0.605 0.447 -0.479
O 1.682 0.117 -0.216 -0.240
C 2.518 0.866 1.923 -0.071
C 1.733 -0.302 2.539 -0.226
C 1.791 -0.261 4.059 -0.068
C 0.858 0.932 4.380 -0.066
C 0.423 1.380 2.991 -0.220
O 0.350 0.107 2.262 -0.200
C 1.557 2.077 2.236 -0.070
C 1.043 2.726 0.963 -0.477
O 1.505 3.647 0.381 0.214
O -0.064 2.052 0.491 -0.272
H 3.487 1.006 2.395 0.172
H 1.910 -1.272 2.079 0.153
H 2.811 -0.117 4.408 0.133
H 1.416 -1.188 4.488 0.124
H 1.352 1.737 4.920 0.134
H -0.003 0.614 4.964 0.127
H -0.539 1.880 2.931 0.163
H 2.066 2.832 2.831 0.175
S -1.019 0.763 -2.165 0.667
C -2.474 1.105 -1.232 -0.694
C -3.634 1.730 -1.667 -0.042
C -4.650 1.908 -0.746 -0.010
C -4.493 1.481 0.574 -0.024
C -3.308 0.886 0.938 -0.088
N -2.330 0.695 0.039 -0.142
H -3.720 2.074 -2.688 0.124
H -5.568 2.395 -1.047 0.129
H -5.278 1.618 1.303 0.122
H -3.114 0.547 1.947 0.125
C -0.887 -3.401 1.782 0.043
C -0.939 -2.801 0.419 -0.587
O -1.324 -3.611 -0.544 -0.274
N -0.564 -1.600 0.140 -0.142
Te -1.426 -2.768 -2.378 1.978
C -2.094 -4.442 -3.383 -0.340
C -1.280 -5.538 -3.713 -0.264
C 0.067 -5.810 -3.116 -0.027
C -1.786 -6.462 -4.619 0.015
C -3.047 -6.331 -5.185 -0.221
C -3.569 -7.339 -6.161 -0.021
C -3.839 -5.245 -4.811 0.011
C -3.393 -4.289 -3.918 -0.306
C -4.304 -3.139 -3.565 -0.082
C 0.565 -2.536 -3.023 -0.329
C 1.745 -2.673 -2.284 -0.270
C 1.885 -3.245 -0.899 -0.038
C 2.924 -2.261 -2.899 0.015
C 2.967 -1.750 -4.187 -0.225
C 4.256 -1.304 -4.805 -0.020
C 1.772 -1.651 -4.894 0.015
C 0.560 -2.019 -4.333 -0.310
C -0.681 -1.883 -5.179 -0.065
H -1.331 -4.392 1.792 0.104
H -1.395 -2.745 2.489 0.104
H 0.161 -3.467 2.082 0.105
H 0.280 -5.200 -2.248 0.042
H 0.861 -5.652 -3.849 0.108
H 0.114 -6.851 -2.797 0.104
H -1.181 -7.324 -4.872 0.135
H -2.869 -8.159 -6.305 0.086
H -3.752 -6.869 -7.128 0.099
H -4.518 -7.750 -5.817 0.098
H -4.837 -5.151 -5.223 0.135
H -5.320 -3.370 -3.879 0.093
H -4.019 -2.212 -4.070 0.079
H -4.341 -2.946 -2.491 0.066
H 1.021 -3.802 -0.560 0.048
H 2.103 -2.450 -0.183 0.070
H 2.728 -3.937 -0.883 0.106
H 3.848 -2.359 -2.341 0.136
H 5.113 -1.614 -4.210 0.086
H 4.278 -0.216 -4.886 0.099
H 4.367 -1.709 -5.811 0.094
H 1.782 -1.263 -5.906 0.138
H -0.554 -1.075 -5.897 0.102
H -1.595 -1.623 -4.628 0.025
H -0.890 -2.804 -5.727 0.104
```